(1)
The following is a DFT calculation (ωB97M-V/def2-TZVPD) of a 14-piece molecular cluster, C68H158N10O14 overall in a non-equilibrium geometry.

Computed properties:
orbital gap: 0.272 Ha
relative energy (zero: lowest compared OMol25 entry of this formula, charge and spin): 0.000 eV
strongest force on any atom: 4.66 eV Å⁻¹

Geometry (Å):
C1 -23.719203 10.175453 14.518232
O1 -22.610652 9.777655 14.208050
N1 -24.745692 9.367900 14.687353
N2 -24.004920 11.405754 14.828859
H1 -25.628486 9.668996 15.074815
H2 -24.499661 8.402583 14.853883
H3 -23.236681 12.061266 14.843223
H4 -24.873385 11.700915 15.251657
C2 -26.704845 12.035422 16.263003
O2 -26.918003 10.924170 15.723331
N3 -25.697353 12.414435 17.016944
N4 -27.518983 13.025459 16.009828
H5 -25.772821 13.372029 17.329080
H6 -24.876643 11.916324 17.330684
H7 -28.293305 12.864793 15.381567
H8 -27.672587 13.867119 16.546602
C3 -28.925040 9.887042 20.043510
C4 -28.714824 8.461885 19.496724
C5 -27.500852 7.851882 20.237394
C6 -27.333354 6.333260 19.922116
C7 -28.594473 5.488007 20.300847
C8 -29.922347 6.204028 19.796080
N5 -29.857383 7.669127 19.935464
O3 -31.081671 8.275781 19.781142
C9 -30.218645 5.763865 18.347099
C10 -31.025301 5.703420 20.740998
C11 -28.596435 8.645771 17.935690
H9 -28.102447 10.560463 19.802790
H10 -29.041037 9.919747 21.126820
H11 -29.836281 10.387064 19.715323
H12 -26.612502 8.374362 19.882498
H13 -27.590722 7.955655 21.318719
H14 -26.454614 5.987846 20.466726
H15 -27.165773 6.276288 18.846580
H16 -28.642488 5.363903 21.382700
H17 -28.478606 4.490021 19.878126
H18 -31.143589 6.208811 17.980242
H19 -29.302343 5.942584 17.784467
H20 -30.470126 4.703284 18.350364
H21 -31.997305 6.018287 20.361309
H22 -30.998382 4.613798 20.750581
H23 -30.997871 6.035709 21.778752
H24 -28.355589 7.754961 17.355561
H25 -27.774677 9.296563 17.636883
H26 -29.545178 8.982602 17.517899
H27 -31.133382 8.469812 18.842378
C12 -19.409233 14.077800 23.219273
C13 -19.340420 12.891215 24.314795
C14 -19.501535 13.517220 25.722799
C15 -19.666449 12.507564 26.904183
C16 -20.816761 11.594941 26.553671
C17 -20.910512 10.959628 25.001973
N6 -20.498869 12.002999 24.061968
O4 -20.382571 11.421345 22.800299
C18 -20.130920 9.683100 24.899597
C19 -22.484780 10.783951 24.622252
C20 -18.025749 12.164440 24.262719
H28 -18.468497 14.627611 23.248108
H29 -20.237617 14.758540 23.415387
H30 -19.690980 13.835626 22.194538
H31 -18.614152 14.107403 25.951576
H32 -20.306894 14.249801 25.775946
H33 -19.655428 12.935361 27.906669
H34 -18.735886 11.940912 26.936548
H35 -21.791900 11.962239 26.873513
H36 -20.679748 10.666831 27.108591
H37 -19.049689 9.818673 24.925430
H38 -20.365594 8.946354 25.667872
H39 -20.381775 9.125255 23.997378
H40 -22.990470 11.638853 24.173339
H41 -22.564305 9.925952 23.954708
H42 -23.117010 10.646730 25.499487
H43 -17.643321 11.791378 25.212802
H44 -17.147923 12.679440 23.872457
H45 -18.059551 11.418295 23.468855
H46 -21.008650 11.955364 22.305893
C21 -19.904665 16.362431 14.699420
C22 -19.168433 16.875173 15.958475
C23 -18.331810 18.127363 15.569992
C24 -19.029799 19.517763 15.522584
C25 -19.868861 19.694545 16.741490
C26 -20.940809 18.634919 16.946058
N7 -20.193350 17.326519 16.974902
O5 -20.871732 16.266630 17.672078
C27 -21.441787 18.978828 18.448670
C28 -22.051436 18.746240 15.925056
C29 -18.224835 15.838978 16.526471
H47 -20.479461 15.442922 14.809974
H48 -19.268290 16.034590 13.877432
H49 -20.570984 17.023841 14.145653
H50 -17.353092 18.179063 16.046988
H51 -18.055962 18.007341 14.522321
H52 -19.592634 19.591109 14.592021
H53 -18.342783 20.363658 15.498908
H54 -20.417514 20.620625 16.569890
H55 -19.186288 19.744259 17.589849
H56 -21.750318 20.015458 18.583924
H57 -22.279903 18.393577 18.827026
H58 -20.746823 18.844189 19.277525
H59 -22.651198 17.840403 16.013543
H60 -22.729197 19.545927 16.223799
H61 -21.864414 18.843370 14.855617
H62 -17.382031 15.799290 15.836390
H63 -18.691362 14.854495 16.561694
H64 -18.007962 16.089840 17.564799
H65 -21.420739 15.912957 16.968431
C30 -14.740287 13.116865 16.190296
C31 -14.326060 13.611249 17.558708
C32 -15.581900 13.424834 18.385885
C33 -15.920104 11.990605 18.853006
C34 -14.734463 11.388486 19.644677
C35 -13.322087 11.505580 18.915146
N8 -13.154138 12.843299 18.266966
O6 -11.968652 13.068092 17.461303
C36 -12.206891 11.353911 19.841681
C37 -13.308922 10.397520 17.752889
C38 -13.982939 15.084668 17.439356
H66 -13.788995 13.055713 15.661717
H67 -15.438379 13.700981 15.590656
H68 -14.940171 12.063842 16.388509
H69 -15.654236 14.065159 19.265008
H70 -16.391059 13.730806 17.722759
H71 -16.157885 11.263518 18.076538
H72 -16.861712 11.964774 19.401471
H73 -14.990988 10.329565 19.613374
H74 -14.734106 11.826529 20.642790
H75 -12.115456 12.145375 20.585547
H76 -12.330362 10.434689 20.414287
H77 -11.249314 11.252348 19.330963
H78 -13.029528 9.427083 18.163126
H79 -14.252872 10.260007 17.225493
H80 -12.633208 10.459237 16.899832
H81 -14.740302 15.666521 16.914048
H82 -13.078117 15.273011 16.861483
H83 -13.968781 15.648204 18.372269
H84 -11.505509 13.658081 18.060483
C39 -21.414301 12.744606 17.431659
C40 -21.584937 11.735287 18.611401
C41 -22.778227 12.304747 19.469746
C42 -23.372558 11.298003 20.495315
C43 -23.923976 10.164231 19.638998
C44 -22.756773 9.384803 18.910265
N9 -22.001211 10.419617 18.082600
O7 -21.177475 9.967617 17.141132
C45 -21.964257 8.555305 19.830036
C46 -23.492959 8.494752 17.868241
C47 -20.240837 11.660625 19.383118
H85 -20.487126 12.547031 16.893698
H86 -21.404753 13.763020 17.820044
H87 -22.193953 12.685727 16.672203
H88 -22.348555 13.156194 19.997491
H89 -23.635197 12.724250 18.942767
H90 -24.120151 11.742936 21.151996
H91 -22.588447 10.970097 21.177778
H92 -24.704312 10.508308 18.960179
H93 -24.411254 9.487860 20.341272
H94 -21.455740 9.048148 20.658648
H95 -22.513357 7.698154 20.219773
H96 -21.136647 8.020389 19.364180
H97 -24.072901 9.007961 17.101176
H98 -22.855753 7.909360 17.205382
H99 -24.170592 7.775663 18.328485
H100 -20.024559 12.657968 19.766031
H101 -19.463962 11.344042 18.687165
H102 -20.149958 10.966626 20.218712
H103 -21.758000 9.948715 16.376778
C48 -18.898244 5.090331 18.531853
C49 -18.304354 5.051051 17.098734
C50 -19.478968 5.284984 16.105940
C51 -19.815488 6.796471 16.001129
C52 -18.529244 7.660612 15.738911
C53 -17.388068 7.486277 16.812530
N10 -17.185433 6.020282 16.966692
O8 -15.963588 5.670215 17.465095
C54 -16.207733 8.126219 16.093090
C55 -17.720092 8.204508 18.109553
C56 -17.690930 3.639678 16.831770
H104 -19.614064 4.273354 18.622696
H105 -19.472065 6.006484 18.671499
H106 -18.172902 4.989469 19.339189
H107 -19.115147 4.954594 15.133020
H108 -20.285069 4.637698 16.451381
H109 -20.353208 7.144144 16.883222
H110 -20.599210 6.967231 15.263068
H111 -18.880122 8.692224 15.766551
H112 -18.347937 7.403064 14.695402
H113 -16.376389 9.056366 15.550421
H114 -15.507800 8.292461 16.911957
H115 -15.875532 7.423883 15.328579
H116 -17.979103 9.227717 17.837415
H117 -18.501061 7.882791 18.798542
H118 -16.791027 8.325015 18.666708
H119 -16.908882 3.443143 17.565162
H120 -17.223414 3.695094 15.848680
H121 -18.392769 2.815585 16.959816
H122 -16.044989 5.664440 18.421616
C57 -21.612055 6.743630 24.005131
C58 -22.676678 5.690046 23.801746
O9 -23.207639 5.916084 22.519572
H123 -22.122639 7.667039 24.278473
H124 -21.132249 6.977979 23.054885
H125 -20.977631 6.587244 24.877579
H126 -23.379760 5.616007 24.631376
H127 -22.325763 4.668407 23.656097
H128 -24.153625 5.979143 22.670341
C59 -24.194429 3.778513 14.734838
C60 -23.684133 5.042315 15.395015
O10 -24.612316 5.213955 16.460620
H129 -24.946994 4.217767 14.080006
H130 -24.654498 2.984049 15.322440
H131 -23.417627 3.436701 14.050844
H132 -23.707950 5.891125 14.711600
H133 -22.644076 4.921888 15.698132
H134 -24.316088 5.122982 17.369229
C61 -26.118862 9.212899 23.272201
C62 -25.585114 7.974839 24.019716
O11 -26.069459 6.910940 23.214590
H135 -25.751980 9.192260 22.246008
H136 -25.611870 10.130409 23.570910
H137 -27.193133 9.389533 23.325606
H138 -26.010887 7.945623 25.022692
H139 -24.503357 7.872136 24.105448
H140 -27.019401 7.046496 23.243723
C63 -24.466139 15.000232 14.198322
C64 -23.101210 14.976664 15.054733
O12 -23.350767 15.133207 16.434429
H141 -24.668628 15.845744 13.540893
H142 -25.292680 15.072698 14.905210
H143 -24.536599 14.043346 13.681120
H144 -22.552002 15.836790 14.671781
H145 -22.409804 14.158730 14.852114
H146 -24.027021 14.514723 16.720376
C65 -21.777051 16.368124 20.976415
C66 -23.302236 16.138505 21.138929
O13 -23.800456 16.612376 22.478610
H147 -21.371787 17.303451 21.362457
H148 -21.471424 16.219799 19.940704
H149 -21.121962 15.726309 21.565510
H150 -23.559665 15.098697 20.937362
H151 -23.796710 16.703395 20.348673
H152 -23.881576 17.567956 22.435205
C67 -18.027813 11.369824 14.410068
C68 -18.735733 12.733566 14.384860
O14 -18.971272 13.048015 13.037418
H153 -17.022101 11.336753 13.991084
H154 -18.644713 10.637812 13.888820
H155 -17.919722 11.076897 15.454396
H156 -18.069597 13.521980 14.735244
H157 -19.692706 12.734300 14.906675
H158 -19.053146 14.000451 12.949420

Cartesian forces (eV/Å) of the 3 atoms listed first:
C 0.7 -1.8 0.3
O 1.3 -0.1 -0.2
N -1.8 -2.9 0.0

Here are the Löwdin charges for atoms 1 to 6, given in e:
1 C -0.769
2 O 0.029
3 N 0.174
4 N 0.195
5 H 0.063
6 H 0.104

(2)
The following is a DFT calculation (ωB97M-V/def2-TZVPD) of a 2-piece molecular cluster, C2H3N3O overall in a non-equilibrium geometry.

Computed properties:
SMILES string: N#CC1N=N1.O
orbital gap: 0.383 Ha
relative energy (zero: lowest compared OMol25 entry of this formula, charge and spin): 5.348 eV
strongest force on any atom: 5.93 eV Å⁻¹

Geometry (Å):
N1 0.464476 1.198518 0.413660
C1 -0.085046 0.363653 -0.159468
C2 -0.863742 -1.107469 -0.396565
N2 -1.274929 -1.452627 -1.876295
N3 -2.112879 -1.389950 -0.973739
H1 -0.209380 -1.782705 0.479143
O1 2.835689 0.519621 2.258437
H2 2.511488 -0.219875 1.552032
H3 3.704626 0.470568 2.546294

Cartesian forces (eV/Å) of the 3 atoms listed first:
N 0.0 0.0 -0.6
C -2.8 -3.2 0.0
C 5.7 1.4 1.2

Here are the natural (NBO) charges for atoms 1 to 6, given in e:
1 N -0.303
2 C 0.207
3 C -0.126
4 N 0.035
5 N -0.076
6 H 0.262

(3)
The following is a DFT calculation (ωB97M-V/def2-TZVPD) of a 2-piece molecular cluster, C3H9NO2S overall in a non-equilibrium geometry.

Computed properties:
SMILES string: NSCCO.C=O
orbital gap: 0.348 Ha
relative energy (zero: lowest compared OMol25 entry of this formula, charge and spin): 3.669 eV
strongest force on any atom: 3.76 eV Å⁻¹

Geometry (Å):
N1 -0.529696 2.775416 0.091190
S1 0.145364 1.255487 0.440982
C1 -0.529318 0.261708 -0.925181
C2 -1.969830 0.132276 -0.579152
O1 -2.232881 -0.780774 0.487750
H1 -1.097568 3.047325 0.797661
H2 0.094855 3.468491 -0.152424
H3 -0.472978 0.784227 -1.855159
H4 0.058125 -0.590459 -0.922363
H5 -2.220320 1.146763 -0.329991
H6 -2.624182 -0.444595 -1.395961
H7 -1.576818 -0.834818 1.187975
C3 2.897597 -0.982360 -0.154013
O2 2.494651 -0.699009 0.909534
H8 2.733021 -0.395269 -0.980105
H9 3.669058 -1.720640 -0.260615

Cartesian forces (eV/Å) of the 3 atoms listed first:
N 0.1 -2.6 -1.7
S 1.2 0.4 -0.2
C -0.8 1.8 0.9

Here are the natural (NBO) charges for atoms 1 to 6, given in e:
1 N -0.981
2 S 0.353
3 C -0.562
4 C -0.073
5 O -0.748
6 H 0.364